1.
The following is a DFT calculation (wB97M-V/def2-TZVPD) of H12NaO6 as an isolated structure.

Each line ends with the natural charge from an NBO analysis.
Element x y z (Å)
Na1 -1.76776 -1.05601 5.92560  0.85
O1 -0.61794 -1.46407 4.57557  -0.94
H1 -0.18543 -2.31750 4.54699  0.47
H2 -0.17844 -0.94950 3.89861  0.49
O2 -3.52300 -1.20481 5.81358  -0.95
H3 -4.00896 -0.47717 5.42548  0.48
H4 -3.99742 -1.40728 6.61991  0.48
O3 -2.50433 0.13227 4.88955  -0.94
H5 -2.08579 0.87701 5.32129  0.48
H6 -2.96882 0.51603 4.14578  0.50
O4 -1.88025 -2.72714 5.72950  -0.93
H7 -1.36097 -3.25129 5.11971  0.47
H8 -2.35414 -3.37091 6.25601  0.49
O5 -0.24720 -0.68700 7.03746  -0.95
H9 -0.45210 0.09626 7.54808  0.47
H10 0.64585 -0.54272 6.72464  0.49
O6 -2.44531 -1.21230 7.54077  -0.95
H11 -2.08053 -1.87457 8.12776  0.50
H12 -2.42814 -0.40308 8.05174  0.48

As for the orbital gap: 10.176 eV. For the energy relative to the best compared isomer or geometry (same formula, charge and spin), the calculation gives 248.06 kcal per mole. The total charge is +1. The HOMO energy is -13.741 eV. The value obtained for the LUMO energy is -3.57 eV. As for the molar mass: 131.08 g mol⁻¹.

---

2.
The following is a DFT calculation (wB97M-V/def2-TZVPD) of C33H23MoN8O2 as an isolated structure.

Each line ends with the natural charge from an NBO analysis.
Element x y z (Å)
Mo1 -0.11042 -0.17514 -0.29939  1.77
C1 -0.58918 2.76459 -3.46705  0.06
C2 -0.06693 2.00486 -2.42691  0.06
N1 -0.77948 0.98895 -1.91313  -0.51
C3 -1.99673 0.72589 -2.44051  0.20
C4 -2.49247 1.51212 -3.46042  0.05
N2 -1.79209 2.52359 -3.96724  -0.25
C5 -2.66209 -0.42279 -1.81210  0.20
C6 -3.82117 -0.99855 -2.23034  -0.20
C7 -4.35934 -2.10591 -1.53776  0.18
C8 -3.65822 -2.55792 -0.39935  -0.22
C9 -2.50185 -1.94593 -0.01965  0.30
N3 -1.97131 -0.89919 -0.72403  -0.57
C10 -1.68853 -2.28813 1.14931  0.11
C11 -2.02740 -3.18251 2.14353  0.07
N4 -1.24776 -3.37637 3.20392  -0.25
C12 -0.12579 -2.67784 3.28450  0.05
C13 0.25034 -1.77037 2.29981  0.07
N5 -0.53616 -1.58191 1.22833  -0.46
C14 -5.58298 -2.75334 -1.97871  -0.11
C15 -6.44257 -3.35596 -1.05908  -0.20
C16 -7.59298 -3.96254 -1.53984  0.06
N6 -7.89386 -4.02269 -2.83711  -0.31
C17 -7.06622 -3.45592 -3.71349  0.06
C18 -5.90635 -2.79389 -3.33646  -0.20
H1 -0.02073 3.58421 -3.88878  0.26
H2 0.91266 2.21483 -2.02077  0.24
H3 -3.47709 1.33579 -3.87633  0.25
H4 -4.34797 -0.58604 -3.07945  0.27
H5 -4.02725 -3.40751 0.15747  0.27
H6 -2.94757 -3.75147 2.09706  0.24
H7 0.50522 -2.83303 4.15092  0.26
H8 1.17844 -1.22393 2.37344  0.26
H9 -6.26195 -3.31052 0.00773  0.22
H10 -8.30024 -4.41898 -0.85888  0.23
H11 -7.34035 -3.53503 -4.75803  0.23
H12 -5.25659 -2.36972 -4.09182  0.22
O1 -0.15180 3.62678 0.56752  -0.50
C19 0.74855 2.88167 0.76992  0.78
N7 2.02531 3.03713 1.17375  -0.59
C20 2.90172 1.84628 1.11401  -0.02
C21 1.87075 0.85221 0.67730  0.75
O2 1.90126 -0.39747 0.42602  -0.59
N8 0.64747 1.41977 0.54774  -0.62
C22 3.32951 1.34901 2.49729  -0.09
C23 4.20906 0.26887 2.57149  -0.16
C24 4.64397 -0.17288 3.80858  -0.20
C25 4.20510 0.45915 4.96998  -0.15
C26 3.31834 1.52030 4.89394  -0.19
C27 2.86641 1.96362 3.65684  -0.20
C28 4.03498 2.04070 0.11626  0.01
C29 3.95741 1.55897 -1.18608  -0.25
C30 4.97894 1.82297 -2.08901  -0.19
C31 6.07277 2.57281 -1.68923  -0.15
C32 6.15085 3.05323 -0.38711  -0.17
C33 5.13726 2.78333 0.51929  -0.21
H13 2.40186 3.96265 1.33107  0.47
H14 4.58187 -0.19811 1.66595  0.23
H15 5.34348 -0.99633 3.86935  0.25
H16 4.56719 0.12810 5.93446  0.25
H17 2.98154 2.01328 5.79594  0.25
H18 2.17333 2.79340 3.60876  0.23
H19 3.12323 0.93999 -1.50696  0.17
H20 4.92855 1.43385 -3.09740  0.24
H21 6.87352 2.77264 -2.38846  0.25
H22 7.00824 3.63263 -0.07186  0.25
H23 5.21429 3.13973 1.54125  0.23

As for the orbital gap (alpha / beta): 4.166 / 4.755 eV. The total charge is +3. The HOMO energy (alpha / beta) is -16.499 / -16.511 eV. As for the expectation value of S²: 2.031. The multiplicity is 3. The value obtained for the LUMO energy (alpha / beta) is -12.33 / -11.76 eV. As for the molar mass: 659.54 g mol⁻¹.

---

3.
The following is a DFT calculation (wB97M-V/def2-TZVPD) of a single C6H8 molecule.

Each line ends with the natural charge from an NBO analysis.
Element x y z (Å)
C1 0.91122 -0.72832 -0.78140  -0.21
C2 2.24356 -0.72375 -0.88300  -0.36
C3 0.54697 0.88282 1.04049  -0.34
C4 0.05018 0.05610 0.12185  -0.11
C5 -1.39258 -0.15818 -0.03221  -0.20
C6 -2.40241 0.55383 0.45956  -0.36
H1 0.44550 -1.49565 -1.39268  0.20
H2 2.74670 -1.63366 -1.18317  0.20
H3 2.86464 0.03357 -0.41693  0.18
H4 -0.07086 1.34929 1.79776  0.20
H5 1.52137 1.35365 0.96596  0.20
H6 -1.65923 -1.13825 -0.42461  0.19
H7 -3.42166 0.19543 0.41621  0.20
H8 -2.28619 1.59731 0.73524  0.19

As for the orbital gap: 8.809 eV. For the energy relative to the best compared isomer or geometry (same formula, charge and spin), the calculation gives 36.59 kcal per mole. The HOMO energy is -8.595 eV. The value obtained for the LUMO energy is 0.21 eV. The structure (SMILES) is C=CC(=C)C=C. As for the molar mass: 80.13 g mol⁻¹.

---

4.
The following is a DFT calculation (wB97M-V/def2-TZVPD) of a 2-piece molecular cluster, C3H4OS overall.

Each line ends with the natural charge from an NBO analysis.
Element x y z (Å)
C1 -0.45816 -1.44909 -0.09774  -0.27
C2 -0.34482 -0.19604 0.15560  0.04
C3 0.26515 0.84078 0.85423  -0.71
O1 1.10061 0.57761 -2.30752  -0.40
S1 -1.20918 -0.43756 -1.47068  0.25
H1 -0.52012 -2.50931 -0.10250  0.27
H2 0.70702 0.32963 1.74726  0.25
H3 -0.50802 1.52221 1.22977  0.25
H4 0.96751 1.32178 -0.00843  0.31

As for the orbital gap (alpha / beta): 6.911 / 8.061 eV. For the energy relative to the best compared isomer or geometry (same formula, charge and spin), the calculation gives 172.37 kcal per mole. The HOMO energy (alpha / beta) is -8.402 / -8.435 eV. The value obtained for the LUMO energy (alpha / beta) is -1.49 / -0.37 eV. As for the molar mass: 88.13 g mol⁻¹.

---

5.
The following is a DFT calculation (wB97M-V/def2-TZVPD) of a single C7H12N2S molecule.

Each line ends with the natural charge from an NBO analysis.
Element x y z (Å)
C1 1.24158 1.82924 0.05385  0.10
C2 1.55754 0.33716 -2.10624  -0.01
C3 0.53691 -0.12193 1.44429  0.14
C4 -0.61745 -0.61239 0.70652  -0.57
C5 0.16015 2.16031 -0.97716  -0.26
C6 0.78095 0.02087 -3.06686  -0.49
C7 -2.03257 -2.26910 2.37980  -0.80
N1 1.20124 0.93367 1.21494  -0.43
N2 1.39625 1.44707 -1.33603  -0.41
S1 -2.20458 -0.59885 1.67302  0.20
H1 1.84442 2.64179 0.41289  0.19
H2 2.60115 0.04446 -1.98034  0.21
H3 0.79093 -0.62146 2.41861  0.18
H4 -0.54629 -1.62384 0.59801  0.23
H5 -0.81377 -0.02295 -0.17262  0.23
H6 -0.76548 1.57891 -0.94625  0.18
H7 0.02629 3.18742 -1.17461  0.20
H8 -0.08871 0.59355 -3.27628  0.20
H9 1.12759 -0.77415 -3.79422  0.21
H10 -2.71021 -3.04650 1.91566  0.23
H11 -1.03050 -2.65836 2.53264  0.23
H12 -2.45547 -2.42494 3.48039  0.24

As for the orbital gap: 9.118 eV. For the energy relative to the best compared isomer or geometry (same formula, charge and spin), the calculation gives 103.44 kcal per mole. The HOMO energy is -8.350 eV. The value obtained for the LUMO energy is 0.77 eV. The structure (SMILES) is C=CN1C[C@H]1/N=C\CSC. As for the molar mass: 156.25 g mol⁻¹.

---

6.
The following is a DFT calculation (wB97M-V/def2-TZVPD) of C34H50Br2N2O3OsPS2Sb as an isolated structure.

Each line ends with the Mulliken spin population.
Element x y z (Å)
Os1 -0.69669 -0.18000 0.47207  2.11
Br1 -1.42355 -4.90209 -1.82744  0.06
C1 -2.48147 -3.93567 -0.62331  0.14
C2 -3.68566 -4.52339 -0.24797  -0.07
C3 -4.58058 -3.85552 0.55603  0.19
Br2 -6.17335 -4.70235 1.01895  0.06
C4 -4.30377 -2.52742 1.01488  -0.02
C5 -5.19319 -1.74733 1.76466  0.03
C6 -4.82489 -0.47307 2.12903  0.02
C7 -3.57427 0.00130 1.76610  -0.08
N1 -2.69571 -0.71566 1.06170  0.00
C8 -3.06759 -1.96799 0.67496  0.01
C9 -2.10962 -2.65969 -0.13138  0.20
O1 -0.99347 -2.07436 -0.36676  0.25
H1 -3.91656 -5.51735 -0.60482  0.00
H2 -6.15971 -2.14827 2.04262  0.01
H3 -5.49271 0.16322 2.69418  0.00
H4 -3.26743 0.99224 2.05111  0.06
C10 -2.85795 2.55627 4.05211  0.00
C11 -2.39843 3.32289 2.81172  -0.01
C12 -3.61447 3.58265 1.92336  0.00
C13 -1.72764 4.63654 3.20743  0.00
Sb1 -0.73650 2.26553 1.68446  0.01
C14 0.60679 1.66921 3.46637  -0.01
C15 1.99931 1.30729 3.00244  -0.01
C16 0.69458 2.71940 4.56202  0.00
C17 -0.14037 0.41591 3.90641  0.00
C18 -0.73281 3.52378 -0.26527  -0.02
C19 -1.87608 2.83313 -0.99817  0.04
C20 -0.96382 5.01377 -0.05969  0.00
C21 0.56045 3.33344 -1.03195  0.00
H5 -3.58585 3.18644 4.57798  0.00
H6 -2.05740 2.34706 4.75691  0.00
H7 -3.36483 1.61873 3.81765  0.00
H8 -4.32007 4.19956 2.49364  0.00
H9 -4.14571 2.67001 1.64554  0.00
H10 -3.37954 4.13245 1.01777  0.00
H11 -2.44126 5.22870 3.79409  0.00
H12 -1.43901 5.23180 2.34236  0.00
H13 -0.84582 4.48216 3.82880  0.00
H14 2.57016 2.18016 2.69083  0.00
H15 1.97422 0.57191 2.20524  0.00
H16 2.53156 0.84971 3.84674  0.00
H17 1.15031 3.64313 4.20565  0.00
H18 1.34807 2.32426 5.34982  0.00
H19 -0.25801 2.94938 5.03051  0.00
H20 -0.11745 -0.35836 3.13519  0.02
H21 -1.17986 0.60392 4.18223  0.01
H22 0.36417 0.00104 4.78849  0.00
H23 -2.83429 2.90918 -0.48402  0.01
H24 -1.66306 1.77571 -1.17275  0.01
H25 -1.99227 3.30148 -1.98417  0.00
H26 -1.93093 5.26415 0.36719  0.00
H27 -0.91913 5.49385 -1.04565  0.00
H28 -0.17780 5.46639 0.54548  0.00
H29 0.81745 2.28706 -1.13948  0.00
H30 1.38990 3.87660 -0.57940  0.00
H31 0.42008 3.73356 -2.04520  0.00
C22 3.61213 1.85617 -1.19265  0.00
C23 2.77331 1.35485 -0.01679  0.01
P1 1.58646 -0.04296 -0.35976  -0.06
C24 1.57526 -0.19805 -2.20274  -0.01
C25 0.18689 -0.21550 -2.85808  0.05
C26 2.53721 -1.48487 0.30407  0.08
C27 1.78131 -2.37112 1.32728  0.06
H32 4.34054 2.57351 -0.81259  0.00
H33 3.01648 2.36497 -1.95052  0.00
H34 4.17044 1.04857 -1.67084  0.00
H35 2.22683 2.17862 0.43272  0.00
H36 3.44696 0.97810 0.74638  0.00
H37 2.12175 -1.10946 -2.43398  -0.01
H38 2.15513 0.62371 -2.61099  0.00
H39 0.26233 -0.57691 -3.88649  0.00
H40 -0.24932 0.78719 -2.90010  0.00
H41 -0.50194 -0.88167 -2.34188  -0.01
H42 3.43419 -1.08130 0.76674  0.00
H43 2.87641 -2.06996 -0.54877  -0.05
H44 0.75938 -2.02306 1.51299  0.00
H45 2.28863 -2.38270 2.29130  0.00
H46 1.69764 -3.40163 0.98119  0.00
O2 6.15890 -4.27772 -3.35017  0.01
S1 5.11147 -3.44030 -3.82808  0.01
O3 5.38248 -2.13413 -4.33751  0.00
N2 3.93589 -3.28404 -2.61831  0.01
C28 2.85009 -3.85689 -2.98691  -0.07
S2 1.53855 -3.74804 -1.85704  0.95
C29 2.81476 -4.47881 -4.32973  0.04
C30 1.76978 -5.10193 -4.98568  0.01
C31 1.99785 -5.58295 -6.27024  0.00
C32 3.24569 -5.44447 -6.86900  0.00
C33 4.29500 -4.80826 -6.21092  0.00
C34 4.04560 -4.33019 -4.94405  -0.02
H47 0.80198 -5.21452 -4.50706  -0.01
H48 1.19640 -6.06867 -6.81346  0.00
H49 3.40575 -5.83772 -7.86523  0.00
H50 5.26535 -4.69429 -6.68039  0.00

As for the orbital gap (alpha / beta): 7.079 / 4.945 eV. The total charge is +2. The HOMO energy (alpha / beta) is -13.582 / -13.540 eV. As for the expectation value of S²: 6.058. The multiplicity is 5. The value obtained for the LUMO energy (alpha / beta) is -6.50 / -8.59 eV. As for the molar mass: 1101.69 g mol⁻¹.

---

Question: molar mass of number 4 (C3H4OS)?
Answer: 88.13 g mol⁻¹

---

Question: The highest molar mass belongs to which entry?
Answer: C34H50Br2N2O3OsPS2Sb

---

Question: Which value of molar mass does entry 6 give?
Answer: 1101.69 g mol⁻¹

---

Question: The lowest molar mass belongs to which entry?
Answer: C6H8